# 1
186
Properties=species:S:1:pos:R:3:forces:R:3:mulliken_charge:R:1 method="wB97M-V/def2-TZVPD" lumo_ev=0.000 homo_lumo_gap_ev=10.39 multiplicity=1 charge=0 homo_energy_ev=-10.393
C -24.5656 16.0633 -4.1203 0.697 -0.045 -0.184 -0.697
C -25.0229 15.7519 -5.4684 -0.396 0.495 1.197 0.269
N -25.3881 15.4844 -6.5128 -0.268 -0.271 -1.105 -0.326
H -24.5355 17.1303 -3.8993 -0.174 -0.027 -0.274 0.267
H -23.5344 15.7118 -4.1542 0.109 -0.026 0.642 0.234
H -25.1301 15.5621 -3.3340 0.032 -0.124 -0.262 0.253
C -30.3284 30.0183 7.2537 -0.269 -0.813 -0.171 -0.737
C -31.0787 31.1987 6.8479 -1.687 3.656 -1.023 0.344
N -31.6857 32.1584 6.5102 2.113 -3.460 1.197 -0.373
H -29.5070 30.1542 7.9572 -0.223 0.509 -0.047 0.274
H -29.9264 29.5102 6.3771 0.011 0.139 -0.090 0.247
H -31.0407 29.3220 7.6962 0.052 -0.050 0.133 0.245
C -36.6455 25.5088 -5.5434 -0.123 0.439 0.030 -1.066
C -35.8096 24.6017 -6.4388 -2.437 0.301 -0.370 -0.314
O -34.8200 24.0239 -5.6649 2.124 -0.488 0.543 -0.283
P -33.3544 23.9319 -6.2790 0.280 -1.044 0.868 0.808
O -33.2437 23.0905 -7.4870 0.267 0.606 0.844 -0.735
O -32.9188 25.4583 -6.4388 -0.920 -0.555 0.251 -0.235
C -31.5283 25.7262 -6.3178 0.088 1.691 -1.308 0.075
C -31.3284 27.2199 -6.6566 0.550 0.583 0.369 -1.370
O -32.5290 23.4718 -4.9445 -0.507 0.100 -1.771 -0.274
C -31.5811 22.3918 -4.9726 1.364 -0.513 -0.006 -0.284
C -30.0936 22.8855 -5.1411 -0.809 0.433 0.736 -1.031
H -37.4791 25.0557 -5.0068 0.210 -0.603 -0.108 0.334
H -35.9866 25.9131 -4.7750 -0.045 0.416 -0.169 0.267
H -37.1215 26.2875 -6.1392 0.259 0.273 0.061 0.313
H -36.4607 23.8041 -6.7968 0.107 -0.102 -0.339 0.336
H -35.4413 25.1459 -7.3085 0.261 0.037 0.096 0.367
H -31.2315 25.4942 -5.2950 0.359 -0.046 -0.303 0.251
H -31.0262 25.1596 -7.1020 0.322 -0.353 0.397 0.238
H -30.3585 27.4676 -7.0880 0.469 -0.584 0.296 0.389
H -31.9569 27.6834 -7.4170 -0.709 -0.700 0.126 0.348
H -31.3975 27.8417 -5.7640 -0.210 -0.023 0.062 0.293
H -31.7473 21.8951 -4.0167 0.473 0.195 0.180 0.327
H -31.7813 21.5991 -5.6934 -0.464 0.493 -0.489 0.334
H -29.3187 22.1264 -5.0352 -0.448 -0.417 0.133 0.398
H -29.8392 23.4119 -6.0610 -0.590 -0.178 -0.249 0.233
H -29.9195 23.6096 -4.3452 0.126 0.045 0.129 0.284
C -17.4435 25.5832 -2.9087 0.155 -0.144 -0.282 -1.271
C -16.3496 26.5300 -3.3223 -0.363 -0.300 -1.055 -0.056
O -15.3999 26.5357 -2.3023 1.521 -0.207 0.493 -0.251
P -14.0474 27.3683 -2.4608 1.019 -1.265 2.364 0.862
O -13.1193 27.0264 -1.2969 -1.942 1.195 -3.124 -0.735
O -13.5803 27.0313 -3.9837 -0.841 -0.038 1.746 -0.320
C -12.7926 27.9333 -4.7237 1.524 0.847 -1.006 -0.242
C -11.2640 27.6735 -4.5526 -0.707 0.115 0.553 -1.051
O -14.6510 28.8458 -2.5335 0.110 0.028 0.412 -0.293
C -15.3518 29.3879 -1.3380 1.074 1.001 -0.546 -0.298
C -14.3793 30.2661 -0.5664 -0.049 -0.658 -0.249 -1.050
H -17.0423 24.5852 -2.7326 0.229 -0.004 -0.219 0.300
H -17.8936 25.8538 -1.9536 -0.394 0.343 -0.322 0.312
H -18.1105 25.5208 -3.7685 -0.567 -0.042 0.427 0.385
H -15.8978 26.2020 -4.2584 0.158 -0.439 -0.007 0.252
H -16.6655 27.5376 -3.5927 -0.442 0.255 0.558 0.339
H -13.0455 27.8938 -5.7833 -0.260 -0.710 -0.019 0.337
H -13.1114 28.9471 -4.4812 0.507 0.181 0.421 0.275
H -10.6364 28.3841 -5.0904 -0.296 0.294 0.067 0.368
H -11.0463 27.7198 -3.4856 0.201 0.170 0.027 0.282
H -10.9150 26.6934 -4.8779 -0.552 -0.162 -0.142 0.279
H -16.0947 30.0747 -1.7438 -0.385 -0.601 -0.114 0.298
H -15.7756 28.6344 -0.6741 0.007 -0.311 -0.538 0.350
H -14.8613 30.4878 0.3858 0.277 0.291 0.076 0.362
H -13.4607 29.6983 -0.4184 0.019 0.121 0.290 0.290
H -14.1564 31.1671 -1.1379 -0.013 0.036 0.200 0.276
C -39.7112 21.1808 11.0768 -0.267 0.612 0.556 -1.028
C -39.5056 21.1615 9.6030 -0.828 0.086 -0.509 -0.289
O -38.5962 20.0988 9.3224 3.082 0.068 -1.000 -0.326
P -36.9746 20.3606 9.2982 0.074 0.432 1.629 0.964
O -36.4131 20.9922 10.5570 -0.976 -1.328 -2.787 -0.755
O -36.7064 21.2121 7.9393 -2.424 -1.388 1.879 -0.322
C -35.4166 21.6450 7.6274 0.587 -0.631 -1.808 -0.282
C -34.5884 20.4292 7.1080 0.039 1.461 0.553 -1.013
O -36.3679 18.8815 9.0065 0.083 3.489 2.292 -0.254
C -36.8029 17.9929 8.0723 -0.979 -2.516 -0.325 -0.035
C -36.0778 16.6686 8.3945 0.031 0.039 -1.271 -1.264
H -40.4441 21.9156 11.4099 -0.437 -0.144 -0.293 0.394
H -40.0120 20.1754 11.3715 0.187 0.175 0.441 0.261
H -38.8002 21.5461 11.5507 0.210 -0.637 0.109 0.277
H -40.3739 20.8547 9.0200 -0.335 0.141 0.312 0.307
H -39.2402 22.1428 9.2097 0.643 -0.104 -0.099 0.270
H -35.6042 22.2736 6.7570 0.338 0.451 0.192 0.261
H -35.0263 22.2280 8.4616 0.466 -0.248 -0.111 0.320
H -33.7181 20.8585 6.6116 0.487 -0.293 0.452 0.408
H -34.3882 19.7843 7.9637 0.498 -0.145 -0.423 0.317
H -35.0892 19.8929 6.3020 -0.440 0.053 0.295 0.221
H -37.8703 17.8142 8.2016 -0.234 0.077 -0.081 0.271
H -36.6704 18.3602 7.0547 0.372 -0.166 -0.095 0.288
H -36.3892 15.9258 7.6601 0.018 -0.091 -0.120 0.408
H -35.0014 16.7925 8.2760 0.038 0.044 0.101 0.303
H -36.2736 16.2198 9.3683 -0.220 0.574 0.110 0.300
C -24.3756 11.7986 1.4410 0.274 -0.761 0.788 -1.166
C -23.8261 12.6860 2.5484 0.831 -0.207 -1.365 -0.212
O -24.5898 13.8847 2.4007 0.077 2.083 0.274 -0.225
P -23.9237 15.3156 2.7974 -0.742 -0.717 0.075 0.715
O -23.1664 15.1235 4.0528 0.035 0.919 -0.967 -0.715
O -23.1226 15.7726 1.4230 -2.750 -2.560 1.902 -0.188
C -22.2254 16.8132 1.4565 0.964 2.182 -1.051 -0.324
C -20.7754 16.3876 1.3823 -0.387 -0.327 1.723 -1.095
O -25.2120 16.3516 2.9026 2.293 -2.045 -0.599 -0.227
C -26.2729 16.0237 3.8078 -2.511 0.737 -0.777 -0.233
C -27.5964 16.3068 2.9652 1.412 -0.133 0.973 -1.097
H -25.3627 11.4666 1.7629 -0.134 -0.029 -0.434 0.280
H -24.4023 12.2854 0.4662 -0.110 0.241 0.273 0.290
H -23.7401 10.9202 1.3281 -0.043 -0.174 0.079 0.398
H -23.8142 12.2452 3.5452 -0.830 0.182 0.100 0.312
H -22.7636 12.8591 2.3774 0.087 0.426 -0.233 0.276
H -22.3483 17.3829 0.5354 -0.589 0.139 -0.145 0.323
H -22.5254 17.5066 2.2421 0.707 0.029 0.357 0.386
H -20.5798 15.7540 2.2474 0.227 -0.244 -0.015 0.292
H -20.5688 15.8170 0.4768 0.107 0.359 -0.032 0.274
H -20.1715 17.2795 1.5493 0.238 -0.079 -0.560 0.370
H -26.3605 15.0053 4.1864 0.864 -0.123 -0.231 0.284
H -26.2166 16.7125 4.6507 0.067 -0.071 -0.004 0.340
H -27.4334 17.2961 2.5375 -0.397 -0.086 -0.189 0.292
H -27.7172 15.5482 2.1919 0.193 0.137 -0.086 0.272
H -28.4959 16.2861 3.5805 0.115 0.133 0.149 0.375
C -22.6343 19.3835 9.9101 0.053 0.976 0.701 -0.250
C -21.8341 20.6388 10.3064 1.710 -1.364 -0.268 -0.309
O -22.4529 21.0683 11.5149 1.800 1.186 -0.709 -0.315
C -23.6734 20.6284 11.5081 -2.088 -0.780 0.988 0.714
O -24.5183 20.8881 12.3017 -0.290 0.574 0.473 -0.552
O -23.8786 19.7486 10.5382 -0.423 -1.358 -1.660 -0.338
H -22.2681 18.4651 10.3690 0.054 0.058 0.086 0.239
H -22.7190 19.2250 8.8351 -0.334 0.229 0.159 0.281
H -21.7808 21.3643 9.4946 -0.502 0.410 0.360 0.261
H -20.8093 20.3841 10.5766 0.029 0.061 -0.144 0.270
C -24.2182 29.4162 -1.6956 -1.524 -0.033 -0.639 -0.284
C -25.3733 28.5447 -2.2109 1.422 -0.187 -0.097 -0.285
O -26.4122 28.8252 -1.2961 -2.171 -2.504 -1.545 -0.304
C -26.0950 29.7065 -0.4177 0.617 1.411 4.240 0.703
O -26.6370 29.9593 0.6593 0.600 -0.473 -3.108 -0.578
O -24.9161 30.2417 -0.7656 1.666 1.218 0.334 -0.345
H -23.8189 29.9840 -2.5360 0.450 0.212 0.586 0.284
H -23.5365 28.7129 -1.2173 0.487 0.832 0.251 0.264
H -24.9345 27.5565 -2.0735 -1.200 -0.522 -0.273 0.242
H -25.6461 28.7231 -3.2510 -0.363 0.028 0.269 0.301
C -33.4698 28.1480 -0.7493 0.221 3.145 -1.438 -0.302
C -33.2592 28.7065 0.6522 0.054 -0.227 -0.151 -0.288
O -33.3158 27.4828 1.3777 -1.202 1.456 1.985 -0.329
C -33.0735 26.5024 0.5583 3.158 -5.356 2.702 0.673
O -32.5909 25.4290 0.9282 -1.618 1.900 -0.585 -0.613
O -33.2132 26.8013 -0.6815 -0.222 -0.196 -2.164 -0.232
H -32.7337 28.6595 -1.3695 -0.041 -0.319 -0.518 0.246
H -34.4499 28.3350 -1.1882 -0.132 -0.034 0.284 0.318
H -33.9776 29.4891 0.8963 -0.315 -0.557 0.483 0.279
H -32.2702 29.0995 0.8876 0.116 0.185 -0.586 0.245
C -22.7609 31.4459 7.0220 -1.346 1.014 2.017 -0.324
C -22.1155 30.4188 7.9106 1.010 0.228 -0.184 -0.294
O -21.6372 29.4882 6.8991 -0.718 -0.131 -0.090 -0.312
C -21.6186 30.1372 5.6962 4.037 -0.158 -2.372 0.640
O -20.9444 29.8174 4.7104 -2.469 -0.108 2.766 -0.560
O -22.1315 31.3756 5.7748 -0.522 -0.420 0.431 -0.278
H -22.6726 32.4135 7.5160 0.154 0.289 -0.600 0.301
H -23.8283 31.2319 6.9682 -0.095 -0.021 -0.492 0.263
H -22.7271 30.0749 8.7448 -0.636 -0.968 -0.853 0.329
H -21.2715 30.7814 8.4973 0.589 0.264 -0.634 0.236
C -25.1082 23.6349 4.2397 0.105 0.460 0.277 -0.170
C -26.3090 24.1722 3.5458 -1.384 0.263 -0.261 -0.263
O -26.2538 23.5707 2.2487 -2.861 1.227 -0.471 -0.346
C -25.1400 22.9688 2.0368 2.966 -0.884 -2.252 0.707
O -24.6915 22.5792 0.9608 -1.309 0.546 2.489 -0.595
O -24.4491 22.9321 3.1855 1.467 -0.647 1.291 -0.318
H -25.4531 23.0540 5.0950 0.599 -0.779 -0.302 0.255
H -24.5183 24.4535 4.6521 0.531 -0.249 -0.308 0.246
H -26.3426 25.2560 3.4346 0.071 -0.080 -0.115 0.235
H -27.2087 23.8355 4.0610 -0.183 0.153 -0.358 0.248
C -30.4326 23.9591 12.8951 -1.552 -0.163 2.263 -0.332
C -30.7026 25.4766 12.9696 0.394 -0.974 0.827 -0.223
O -29.8633 25.9658 11.9435 -0.170 -0.640 -0.696 -0.326
C -29.5068 24.8791 11.1570 3.097 3.779 -2.552 0.696
O -28.8201 25.0074 10.1648 -1.298 -0.061 1.081 -0.577
O -29.8444 23.7742 11.6753 -0.476 -2.898 -0.508 -0.291
H -31.3401 23.3623 12.9859 -0.060 0.038 -0.238 0.274
H -29.7696 23.5942 13.6796 0.218 0.218 0.004 0.255
H -30.3381 25.7928 13.9470 -0.266 0.562 -0.159 0.254
H -31.7505 25.7303 12.8090 0.115 0.146 -0.059 0.270
C -17.8054 23.1462 4.0788 -1.811 0.031 1.559 -0.298
C -16.5055 22.6977 3.6652 1.045 -1.316 -1.021 -0.276
O -16.3314 21.4398 4.4116 2.413 0.744 -0.579 -0.337
C -17.4552 20.9701 4.9128 -2.045 0.597 -0.466 0.662
O -17.6406 19.9383 5.5107 0.334 1.939 -1.006 -0.525
O -18.4549 21.9054 4.5381 0.245 0.063 0.301 -0.328
H -18.2661 23.6336 3.2195 -0.807 -0.319 0.374 0.302
H -17.7254 23.8540 4.9038 -0.461 -0.099 0.213 0.245
H -15.7436 23.4696 3.7732 0.425 -0.665 0.654 0.320
H -16.6017 22.5387 2.5911 0.656 -0.965 -0.023 0.236

=====

# 2
19
Properties=species:S:1:pos:R:3:forces:R:3:nbo_charge:R:1 method="wB97M-V/def2-TZVPD" de_lowest_ev=1.3901 lumo_ev=1.070 homo_lumo_gap_ev=11.19 multiplicity=1 charge=0 homo_energy_ev=-10.116
C -2.4067 -0.2937 -0.1198 -0.021 -0.044 -0.011 -0.617
C -1.0177 0.2198 0.2136 -0.020 -0.060 -0.295 0.097
O -1.1165 0.9239 1.4460 0.141 0.118 0.150 -0.721
C 0.0645 -0.8202 0.3344 -0.085 0.175 0.053 -0.257
C 0.9005 -1.2058 -0.8421 0.010 0.077 -0.259 -0.414
C 1.4927 -0.2762 0.2013 0.228 0.477 -0.058 -0.243
C 1.7709 1.2013 -0.1797 -0.147 -0.056 -0.087 -0.624
H -2.4151 -0.8060 -1.0875 0.033 0.063 0.134 0.210
H -3.1005 0.5525 -0.1681 0.094 -0.154 -0.001 0.220
H -2.7667 -0.9811 0.6529 0.097 0.061 -0.091 0.210
H -0.6967 0.9014 -0.5889 -0.193 0.073 0.092 0.154
H -0.2269 0.9392 1.8247 -0.228 0.072 0.002 0.469
H -0.2063 -1.6401 1.0115 0.519 0.414 0.049 0.225
H 0.6791 -0.7118 -1.7845 -0.022 -0.024 0.019 0.207
H 1.1184 -2.2677 -0.9737 0.359 0.417 0.309 0.225
H 2.3131 -0.4895 0.8711 -0.349 -1.308 0.166 0.224
H 1.8036 1.3368 -1.2665 -0.198 0.095 0.181 0.211
H 2.7588 1.5119 0.1957 -0.302 -0.266 -0.100 0.215
H 1.0517 1.9053 0.2598 0.083 -0.131 -0.253 0.211